Computed, not measured: one molecule with the formula C3HNO in a non-equilibrium geometry, with ωB97M-V/def2-TZVPD.

Bonds (Å) are listed after each position.
Geometry (Å):
1 C 1.047 -1.928 0.018  N4 1.170
2 C 0.851 1.976 0.019  O5 1.160
3 C -0.562 -0.007 -0.051  N4 1.347, O5 1.287, H6 1.074
4 N 0.212 -1.108 0.003  C1 1.170, C3 1.347
5 O 0.085 1.104 0.002  C2 1.160, C3 1.287
6 H -1.634 -0.038 0.011  C3 1.074

Output
energy relative to the best compared isomer or geometry (same formula, charge and spin): 122.2 kcal/mol
max |F|: 3.07 eV Å⁻¹
frontier orbital gap: 7.92 eV
net charge: 0

=====

Computed, not measured: a 10-piece molecular cluster, C10H40N20O10 overall in a non-equilibrium geometry, with ωB97M-V/def2-TZVPD.

Bonds (Å) are listed after each position.
Geometry (Å):
1 N 2.108 5.883 -1.187  C2 1.362, H5 1.005, H6 1.005
2 C 2.551 4.738 -0.598  N1 1.362, N3 1.330, O4 1.230
3 N 2.157 3.643 -1.242  C2 1.330, H7 1.011, H8 0.999
4 O 3.172 4.775 0.463  C2 1.230
5 H 2.390 6.722 -0.711  N1 1.005
6 H 1.911 5.815 -2.170  N1 1.005
7 H 2.230 2.780 -0.721  N3 1.011
8 H 1.581 3.763 -2.049  N3 0.999
9 N 0.397 -4.872 -3.561  C10 1.346, H13 1.005, H14 1.004
10 C 0.808 -3.597 -3.432  N9 1.346, N11 1.385, O12 1.212
11 N 0.860 -3.263 -2.088  C10 1.385, H15 1.009, H16 1.001
12 O 1.252 -2.886 -4.308  C10 1.212
13 H 0.209 -5.357 -4.421  N9 1.005
14 H -0.102 -5.236 -2.770  N9 1.004
15 H 0.845 -2.269 -1.919  N11 1.009
16 H 0.551 -3.897 -1.377  N11 1.001
17 N 4.656 1.742 4.216  C18 1.333, H21 1.007, H22 1.004
18 C 5.159 2.755 4.922  N17 1.333, N19 1.350, O20 1.242
19 N 6.506 2.844 4.900  C18 1.350, H23 1.005, H24 1.006
20 O 4.412 3.628 5.393  C18 1.242
21 H 5.179 0.944 3.896  N17 1.007
22 H 3.671 1.596 4.085  N17 1.004
23 H 6.993 1.966 4.870  N19 1.005
24 H 6.878 3.672 5.333  N19 1.006
25 N -0.531 -0.565 -3.413  C26 1.357, H29 1.006, H30 1.008
26 C 0.159 0.576 -3.665  N25 1.357, N27 1.347, O28 1.225
27 N -0.346 1.647 -3.022  C26 1.347, H31 1.002, H32 1.007
28 O 1.127 0.584 -4.415  C26 1.225
29 H -1.379 -0.559 -2.873  N25 1.006
30 H -0.223 -1.443 -3.802  N25 1.008
31 H 0.084 2.520 -3.263  N27 1.002
32 H -1.301 1.620 -2.705  N27 1.007
33 N -3.843 -2.264 -3.153  C34 1.364, H37 1.002, H38 1.015
34 C -3.247 -3.182 -2.339  N33 1.364, N35 1.380, O36 1.212
35 N -2.474 -2.590 -1.361  C34 1.380, H39 1.004, H40 1.014
36 O -3.287 -4.388 -2.458  C34 1.212
37 H -4.019 -2.466 -4.118  N33 1.002
38 H -3.695 -1.356 -2.724  N33 1.015
39 H -2.570 -1.641 -1.046  N35 1.004
40 H -2.056 -3.245 -0.709  N35 1.014
41 N 1.156 0.028 1.870  C42 1.384, H45 1.004, H46 1.007
42 C 0.687 0.423 0.629  N41 1.384, N43 1.359, O44 1.225
43 N -0.319 -0.370 0.174  C42 1.359, H47 1.005, H48 1.010
44 O 1.242 1.336 0.031  C42 1.225
45 H 2.102 0.297 2.072  N41 1.004
46 H 0.711 -0.659 2.458  N41 1.007
47 H -0.765 -0.917 0.890  N43 1.005
48 H -0.741 -0.118 -0.708  N43 1.010
49 N 0.432 -4.249 1.486  C50 1.358, H53 1.006, H54 1.003
50 C -0.358 -5.022 0.698  N49 1.358, N51 1.343, O52 1.224
51 N 0.369 -5.982 0.102  C50 1.343, H55 1.010, H56 1.006
52 O -1.549 -4.814 0.514  C50 1.224
53 H 0.082 -3.391 1.877  N49 1.006
54 H 1.425 -4.387 1.507  N49 1.003
55 H -0.096 -6.697 -0.440  N51 1.010
56 H 1.202 -6.390 0.492  N51 1.006
57 N -0.327 -1.555 5.926  C58 1.355, H61 1.003, H62 1.005
58 C 0.537 -1.724 4.895  N57 1.355, N59 1.347, O60 1.234
59 N 1.742 -1.158 5.095  C58 1.347, H63 1.003, H64 1.006
60 O 0.186 -2.270 3.846  C58 1.234
61 H -0.126 -0.907 6.664  N57 1.003
62 H -1.233 -1.969 5.793  N57 1.005
63 H 2.513 -1.296 4.467  N59 1.003
64 H 1.933 -0.913 6.051  N59 1.006
65 N -4.533 1.915 -2.526  C66 1.347, H69 1.003, H70 1.008
66 C -3.960 0.995 -1.727  N65 1.347, N67 1.339, O68 1.246
67 N -4.746 0.790 -0.664  C66 1.339, H71 1.003, H72 1.010
68 O -2.934 0.375 -2.068  C66 1.246
69 H -5.463 2.283 -2.459  N65 1.003
70 H -4.021 2.198 -3.347  N65 1.008
71 H -5.398 1.508 -0.410  N67 1.003
72 H -4.323 0.213 0.049  N67 1.010
73 N -2.444 3.420 0.096  C74 1.346, H77 1.006, H78 1.006
74 C -2.121 4.513 -0.620  N73 1.346, N75 1.352, O76 1.234
75 N -0.816 4.561 -0.971  C74 1.352, H79 1.002, H80 1.007
76 O -2.924 5.314 -1.107  C74 1.234
77 H -3.406 3.374 0.388  N73 1.006
78 H -1.734 2.953 0.634  N73 1.006
79 H -0.521 5.284 -1.597  N75 1.002
80 H -0.236 3.873 -0.518  N75 1.007

Output
energy relative to the best compared isomer or geometry (same formula, charge and spin): 51.8 kcal/mol
max |F|: 3.49 eV Å⁻¹
frontier orbital gap: 8.66 eV
net charge: 0
SMILES: NC(N)=O.NC(N)=O.NC(N)=O.NC(N)=O.NC(N)=O.NC(N)=O.NC(N)=O.NC(N)=O.NC(N)=O.NC(N)=O

=====

Computed, not measured: a 10-piece molecular cluster, C35H67N7O11 overall in a non-equilibrium geometry, with ωB97M-V/def2-TZVPD.

Bonds (Å) are listed after each position.
Geometry (Å):
1 C 2.624 -3.981 -5.824  O2 1.435, H7 1.074, H8 1.060, H9 1.093
2 O 2.194 -2.744 -5.238  C1 1.435, C3 1.359
3 C 0.930 -2.802 -4.742  O2 1.359, O4 1.186, O5 1.364
4 O 0.180 -3.711 -4.881  C3 1.186
5 O 0.626 -1.602 -4.170  C3 1.364, C6 1.458
6 C -0.603 -1.633 -3.386  O5 1.458, H10 1.077, H11 1.098, H12 1.115
7 H 3.668 -3.823 -6.021  C1 1.074
8 H 2.053 -4.271 -6.668  C1 1.060
9 H 2.485 -4.832 -5.152  C1 1.093
10 H -0.697 -2.563 -2.853  C6 1.077
11 H -1.424 -1.569 -4.113  C6 1.098
12 H -0.548 -0.807 -2.639  C6 1.115
13 C -6.067 -2.195 1.868  O14 1.411, H19 1.137, H20 1.145, H21 1.164
14 O -5.643 -2.148 0.523  C13 1.411, C15 1.320
15 C -5.312 -0.963 0.044  O14 1.320, O16 1.220, O17 1.325
16 O -5.383 0.086 0.662  C15 1.220
17 O -4.898 -1.111 -1.206  C15 1.325, C18 1.410
18 C -4.437 -0.007 -1.952  O17 1.410, H22 1.086, H23 1.061, H24 1.091
19 H -5.629 -3.127 2.348  C13 1.137
20 H -7.196 -2.383 1.866  C13 1.145
21 H -5.833 -1.207 2.439  C13 1.164
22 H -3.891 -0.411 -2.800  C18 1.086
23 H -3.816 0.655 -1.403  C18 1.061
24 H -5.273 0.640 -2.224  C18 1.091
25 C 2.417 -1.044 1.031  O26 1.430, H31 1.070, H32 1.054, H33 1.112
26 O 1.313 -0.216 1.405  C25 1.430, C27 1.295
27 C 0.185 -0.357 0.785  O26 1.295, O28 1.184, O29 1.342
28 O -0.062 -1.070 -0.127  C27 1.184
29 O -0.627 0.579 1.302  C27 1.342, C30 1.392
30 C -1.728 0.931 0.526  O29 1.392, H34 1.073, H35 1.059, H36 1.090
31 H 3.067 -0.498 0.379  C25 1.070
32 H 2.129 -2.010 0.724  C25 1.054
33 H 3.122 -1.096 1.890  C25 1.112
34 H -2.172 0.137 -0.042  C30 1.073
35 H -1.434 1.700 -0.141  C30 1.059
36 H -2.445 1.344 1.235  C30 1.090
37 C -2.566 -2.480 1.749  N38 1.454, H42 1.096, H43 1.075, H44 1.086
38 N -1.356 -2.695 2.527  C37 1.454, C39 1.463, C40 1.317
39 C -0.254 -3.493 1.990  N38 1.463, H45 1.067, H46 1.116, H47 1.106
40 C -1.332 -2.258 3.768  N38 1.317, O41 1.198, H48 1.136
41 O -2.174 -1.661 4.378  C40 1.198
42 H -3.359 -1.921 2.258  C37 1.096
43 H -2.914 -3.421 1.364  C37 1.075
44 H -2.343 -1.889 0.865  C37 1.086
45 H 0.191 -3.056 1.125  C39 1.067
46 H 0.562 -3.592 2.745  C39 1.116
47 H -0.627 -4.486 1.673  C39 1.106
48 H -0.331 -2.598 4.183  C40 1.136
49 C -3.728 1.460 -5.437  N50 1.446, H54 1.099, H55 1.114, H56 1.173
50 N -3.217 2.089 -4.239  C49 1.446, C51 1.429, C52 1.365
51 C -3.900 3.203 -3.663  N50 1.429, H57 1.065, H58 1.055, H59 1.143
52 C -2.090 1.686 -3.583  N50 1.365, O53 1.245, H60 1.128
53 O -1.683 2.181 -2.516  C52 1.245
54 H -2.925 0.997 -6.028  C49 1.099
55 H -4.256 2.166 -6.117  C49 1.114
56 H -4.526 0.615 -5.279  C49 1.173
57 H -4.366 3.752 -4.448  C51 1.065
58 H -4.663 2.950 -2.979  C51 1.055
59 H -3.129 3.825 -3.092  C51 1.143
60 H -1.545 0.803 -4.025  C52 1.128
61 C 2.610 3.090 -4.170  C62 1.549, H66 1.103, H67 1.107, H68 1.087
62 C 1.848 1.749 -4.023  C61 1.549, C63 1.573, H69 1.128, H70 1.089
63 C 1.868 1.246 -2.533  C62 1.573, C64 1.414, H71 1.064, H72 1.075
64 C 3.186 1.168 -2.026  C63 1.414, N65 1.138
65 N 4.270 1.129 -1.682  C64 1.138
66 H 2.131 3.932 -3.643  C61 1.103
67 H 2.756 3.374 -5.230  C61 1.107
68 H 3.634 2.989 -3.821  C61 1.087
69 H 2.094 1.009 -4.839  C62 1.128
70 H 0.828 2.029 -4.280  C62 1.089
71 H 1.373 0.313 -2.407  C63 1.064
72 H 1.320 1.991 -1.985  C63 1.075
73 C -3.603 1.641 4.085  C74 1.514, H78 1.126, H79 1.085, H80 1.163
74 C -2.144 2.014 4.248  C73 1.514, C75 1.536, H81 1.088, H82 1.148
75 C -1.865 3.522 4.321  C74 1.536, C76 1.477, H83 1.083, H84 1.059
76 C -1.568 3.999 2.956  C75 1.477, N77 1.150
77 N -1.411 4.054 1.818  C76 1.150
78 H -3.708 0.589 3.698  C73 1.126
79 H -4.064 2.345 3.400  C73 1.085
80 H -4.159 1.779 5.098  C73 1.163
81 H -1.530 1.548 3.479  C74 1.088
82 H -1.669 1.500 5.158  C74 1.148
83 H -0.975 3.756 4.893  C75 1.083
84 H -2.739 3.954 4.736  C75 1.059
85 C 3.276 5.356 1.600  C86 1.537, H90 1.092, H91 1.046, H92 1.071
86 C 2.110 4.512 2.140  C85 1.537, C87 1.530, H93 1.105, H94 1.128
87 C 2.109 3.078 1.608  C86 1.530, C88 1.459, H95 1.122, H96 1.127
88 C 3.316 2.299 1.861  C87 1.459, N89 1.129
89 N 4.182 1.641 2.163  C88 1.129
90 H 2.989 5.743 0.620  C85 1.092
91 H 4.229 4.948 1.461  C85 1.046
92 H 3.484 6.265 2.127  C85 1.071
93 H 1.108 4.912 1.895  C86 1.105
94 H 2.217 4.427 3.259  C86 1.128
95 H 1.874 2.999 0.514  C87 1.122
96 H 1.286 2.437 2.034  C87 1.127
97 C 2.549 -0.894 6.775  C98 1.547, H102 1.105, H103 1.128, H104 1.067
98 C 1.415 -1.080 5.739  C97 1.547, C99 1.523, H105 1.075, H106 1.114
99 C 1.450 -0.079 4.592  C98 1.523, C100 1.499, H107 1.036, H108 1.123
100 C 1.182 1.342 4.988  C99 1.499, N101 1.135
101 N 0.962 2.421 5.260  C100 1.135
102 H 2.446 0.044 7.350  C97 1.105
103 H 3.538 -0.895 6.232  C97 1.128
104 H 2.352 -1.662 7.489  C97 1.067
105 H 0.464 -1.092 6.239  C98 1.075
106 H 1.443 -2.115 5.329  C98 1.114
107 H 0.774 -0.311 3.842  C99 1.036
108 H 2.459 -0.034 4.100  C99 1.123
109 C 5.048 -4.704 -2.754  C110 1.528, H114 1.107, H115 1.137, H116 1.109
110 C 4.964 -3.179 -2.803  C109 1.528, C111 1.497, H117 1.125, H118 1.079
111 C 4.119 -2.672 -1.676  C110 1.497, C112 1.461, H119 1.130, H120 1.140
112 C 2.861 -3.370 -1.423  C111 1.461, N113 1.159
113 N 1.954 -4.009 -1.086  C112 1.159
114 H 5.678 -5.157 -1.964  C109 1.107
115 H 5.338 -5.186 -3.743  C109 1.137
116 H 4.014 -5.087 -2.632  C109 1.109
117 H 4.427 -2.792 -3.712  C110 1.125
118 H 5.905 -2.652 -2.826  C110 1.079
119 H 3.926 -1.566 -1.808  C111 1.130
120 H 4.723 -2.669 -0.709  C111 1.140

Output
max |F|: 3.22 eV Å⁻¹
frontier orbital gap: 9.85 eV
net charge: 0
SMILES: COC(=O)OC.COC(=O)OC.COC(=O)OC.CN(C)C=O.CN(C)C=O.CCCC#N.CCCC#N.CCCC#N.CCCC#N.CCCC#N

=====

Computed, not measured: one molecule with the formula C3H3N3O3 in a non-equilibrium geometry, with ωB97M-V/def2-TZVPD.

Bonds (Å) are listed after each position.
Geometry (Å):
1 N 2.881 -0.603 0.229  C2 1.378, H10 1.063, H11 1.013
2 C 1.636 -0.074 -0.030  N1 1.378, N3 1.306, O9 1.336
3 N 1.356 1.192 0.135  C2 1.306, N4 1.438
4 N -0.036 1.332 -0.197  N3 1.438, C5 1.309
5 C -0.419 0.102 -0.426  N4 1.309, O6 1.309, O9 1.369
6 O -1.562 -0.250 -0.959  C5 1.309, C7 1.344
7 C -2.415 -0.282 0.080  O6 1.344, O8 1.207, H12 1.136
8 O -2.132 -0.124 1.243  C7 1.207
9 O 0.565 -0.836 -0.267  C2 1.336, C5 1.369
10 H 2.888 -1.664 0.283  N1 1.063
11 H 3.408 -0.083 0.921  N1 1.013
12 H -3.482 -0.488 -0.252  C7 1.136

Output
energy relative to the best compared isomer or geometry (same formula, charge and spin): 67.4 kcal/mol
max |F|: 5.22 eV Å⁻¹
frontier orbital gap: 9.82 eV
net charge: 0
SMILES: Nc1nnc(OC=O)o1

=====

What is the net charge in the first record? 0

=====

Copy entry 4 word for word.
Computed, not measured: one molecule with the formula C3H3N3O3 in a non-equilibrium geometry, with ωB97M-V/def2-TZVPD.

Bonds (Å) are listed after each position.
Geometry (Å):
1 N 2.881 -0.603 0.229  C2 1.378, H10 1.063, H11 1.013
2 C 1.636 -0.074 -0.030  N1 1.378, N3 1.306, O9 1.336
3 N 1.356 1.192 0.135  C2 1.306, N4 1.438
4 N -0.036 1.332 -0.197  N3 1.438, C5 1.309
5 C -0.419 0.102 -0.426  N4 1.309, O6 1.309, O9 1.369
6 O -1.562 -0.250 -0.959  C5 1.309, C7 1.344
7 C -2.415 -0.282 0.080  O6 1.344, O8 1.207, H12 1.136
8 O -2.132 -0.124 1.243  C7 1.207
9 O 0.565 -0.836 -0.267  C2 1.336, C5 1.369
10 H 2.888 -1.664 0.283  N1 1.063
11 H 3.408 -0.083 0.921  N1 1.013
12 H -3.482 -0.488 -0.252  C7 1.136

Output
energy relative to the best compared isomer or geometry (same formula, charge and spin): 67.4 kcal/mol
max |F|: 5.22 eV Å⁻¹
frontier orbital gap: 9.82 eV
net charge: 0
SMILES: Nc1nnc(OC=O)o1